[1]
{
  "formula": "C34H27NO6PPdS",
  "method": "the ωB97M-V functional and the def2-TZVPD basis",
  "symbols": ["Pd", "C", "O", "C", "C", "C", "C", "C", "C", "O", "C", "O", "C", "H", "H", "H", "H", "H", "H", "H", "H", "H", "C", "C", "C", "C", "C", "C", "P", "C", "C", "C", "C", "C", "C", "C", "C", "C", "C", "C", "C", "H", "H", "H", "H", "H", "H", "H", "H", "H", "H", "H", "H", "H", "H", "O", "S", "O", "N", "C", "O", "C", "C", "C", "C", "C", "C", "H", "H", "H", "H"],
  "positions_angstrom": [[1.065078, 0.305635, -0.430234], [0.102734, 3.632603, 5.245262], [1.311620, 2.930273, 5.424490], [1.880917, 2.381526, 4.315726], [3.037690, 1.611731, 4.550031], [3.623383, 0.956401, 3.505078], [3.140349, 1.028265, 2.179584], [3.704460, 0.218796, 1.121960], [4.862795, -0.731042, 1.376202], [3.285165, 0.221247, -0.043019], [2.006021, 1.893523, 1.915906], [1.506438, 2.136049, 0.767812], [1.394866, 2.528086, 3.046162], [-0.187223, 3.986410, 6.232271], [-0.683460, 2.985133, 4.844944], [0.225025, 4.488492, 4.575644], [3.426208, 1.540110, 5.556978], [4.492615, 0.352663, 3.722401], [5.314749, -0.656578, 2.359743], [5.617389, -0.539512, 0.614075], [4.494698, -1.747058, 1.226533], [0.526207, 3.131780, 2.819255], [-4.236007, 3.169527, -4.247828], [-3.195881, 3.819802, -3.598268], [-2.302885, 3.095013, -2.824897], [-2.434042, 1.713325, -2.691767], [-3.473405, 1.066907, -3.354630], [-4.366860, 1.793748, -4.130219], [-1.113505, 0.829381, -1.732295], [-1.910719, -0.811104, -1.583176], [-1.717971, -1.854846, -2.483377], [-2.380322, -3.058066, -2.301732], [-3.244521, -3.229499, -1.230073], [-3.427785, -2.198960, -0.320586], [-2.761464, -0.995819, -0.495774], [0.143489, 0.684715, -3.045808], [0.011778, 0.650935, -4.429692], [1.161900, 0.595754, -5.205010], [2.416463, 0.549077, -4.607587], [2.544968, 0.549261, -3.223137], [1.404429, 0.652899, -2.453460], [-4.943297, 3.732331, -4.844507], [-3.082906, 4.892355, -3.699813], [-1.484473, 3.593684, -2.316973], [-3.580126, -0.006495, -3.267156], [-5.165086, 1.278247, -4.650682], [-1.030906, -1.719857, -3.308923], [-2.200655, -3.876070, -2.986964], [-3.732865, -4.179917, -1.075174], [-4.073423, -2.340314, 0.537835], [-2.902264, -0.185998, 0.213679], [-0.965880, 0.658219, -4.897868], [1.082725, 0.577376, -6.285561], [3.304868, 0.511754, -5.226497], [3.517760, 0.479920, -2.751786], [-1.082492, -5.528454, 1.109357], [0.186311, -4.857833, 1.266712], [1.248503, -5.658883, 1.821707], [0.651878, -4.102300, -0.089917], [0.690250, -2.789029, 0.059173], [1.085220, -1.970788, -0.800423], [0.236490, -2.319458, 1.421489], [0.101784, -1.016822, 1.861765], [-0.308649, -0.792146, 3.166407], [-0.592425, -1.863639, 4.006903], [-0.468619, -3.175691, 3.558987], [-0.055442, -3.374700, 2.259300], [0.304081, -0.180191, 1.180887], [-0.402580, 0.221304, 3.536050], [-0.918720, -1.672568, 5.021211], [-0.684449, -4.010625, 4.213292]],
  "forces_ev_per_angstrom": [[0.282, -0.022, -3.094], [-0.063, 0.080, 0.033], [0.049, 0.047, 0.060], [0.031, -0.092, -0.207], [0.117, -0.056, 0.214], [-0.097, 0.003, 0.016], [-0.318, 0.139, -0.206], [0.287, -0.022, -0.124], [-0.064, 0.065, 0.088], [0.683, 0.042, 0.197], [0.142, 0.094, -0.027], [0.126, 0.169, 0.137], [-0.165, 0.075, 0.071], [-0.023, 0.003, -0.015], [0.036, -0.013, -0.007], [0.027, -0.010, 0.014], [-0.015, -0.026, -0.004], [-0.023, -0.009, -0.003], [0.048, -0.047, -0.035], [0.000, -0.017, -0.007], [0.002, -0.012, 0.009], [0.016, -0.027, 0.015], [-0.022, -0.026, -0.035], [-0.003, 0.046, -0.010], [-0.003, -0.033, 0.047], [0.237, 0.057, 0.043], [0.021, 0.048, 0.059], [-0.052, -0.014, -0.007], [-0.592, -0.110, -0.190], [0.085, 0.042, -0.134], [0.030, 0.132, 0.098], [0.023, -0.087, -0.061], [0.142, -0.002, 0.063], [-0.058, 0.012, 0.042], [0.018, 0.064, -0.024], [0.140, 0.044, 0.437], [0.147, 0.002, 0.011], [-0.009, -0.039, -0.121], [-0.150, 0.073, 0.046], [0.429, 0.199, 0.517], [-0.871, -0.832, 1.382], [0.022, 0.004, -0.015], [0.010, -0.005, 0.035], [-0.022, 0.047, -0.006], [-0.033, -0.013, -0.011], [-0.018, 0.009, 0.024], [0.018, -0.083, -0.010], [-0.008, -0.015, -0.006], [-0.035, -0.073, 0.005], [0.005, 0.008, -0.021], [0.027, -0.045, 0.033], [-0.029, 0.092, 0.060], [-0.007, 0.002, 0.012], [0.000, -0.067, 0.025], [-0.029, -0.014, -0.001], [-0.023, 0.166, -0.060], [-0.087, 0.012, 0.022], [0.078, 0.149, 0.037], [-0.063, -0.238, 0.191], [0.083, 0.200, -0.026], [-0.202, 0.115, -0.066], [-0.017, 0.159, -0.069], [0.212, -0.330, -0.075], [-0.044, 0.270, 0.053], [0.003, -0.082, -0.063], [-0.030, -0.106, 0.091], [0.093, -0.087, -0.383], [-0.535, -0.029, 0.983], [0.032, 0.002, -0.033], [0.030, 0.012, 0.011], [-0.021, -0.004, -0.022]],
  "homo_lumo_gap_ha": [0.246, 0.246],
  "charge": -1
}



[2]
{
  "formula": "C34H28AsMnN5O8PS",
  "method": "the ωB97M-V functional and the def2-TZVPD basis",
  "symbols": ["Mn", "N", "C", "N", "C", "N", "N", "C", "C", "C", "C", "C", "C", "N", "C", "C", "C", "C", "C", "C", "H", "H", "H", "H", "H", "H", "H", "H", "H", "H", "H", "O", "C", "O", "C", "P", "C", "C", "C", "C", "C", "C", "C", "C", "C", "C", "C", "C", "H", "H", "H", "H", "H", "H", "H", "H", "H", "H", "H", "H", "O", "As", "O", "O", "C", "C", "C", "C", "C", "C", "S", "O", "O", "O", "H", "H", "H", "H", "H"],
  "positions_angstrom": [[-0.128709, -1.444325, -0.360890], [-4.182805, -0.332920, -1.955697], [-2.828190, -0.495140, -1.939045], [-2.210205, -1.213152, -1.068587], [-2.944312, -1.968971, -0.157642], [-2.331680, -2.925786, 0.511639], [-1.039224, -2.975400, 0.353918], [-0.323935, -3.930605, 0.926545], [1.075302, -3.792066, 0.904955], [1.943631, -4.654593, 1.613659], [3.282383, -4.369513, 1.678437], [3.765067, -3.236405, 1.012784], [2.872649, -2.472809, 0.278820], [1.573605, -2.722939, 0.207951], [-4.351463, -1.719104, -0.010853], [-5.117360, -2.262838, 1.020762], [-6.464129, -1.957141, 1.118064], [-7.062090, -1.111646, 0.200404], [-6.313969, -0.554124, -0.832546], [-4.968396, -0.853942, -0.935659], [-4.612305, 0.265240, -2.643734], [-2.267597, -0.012823, -2.726184], [-0.812872, -4.726237, 1.475671], [1.526663, -5.514445, 2.115369], [3.957234, -5.002185, 2.240571], [4.808700, -2.963137, 1.062361], [3.232499, -1.615801, -0.284904], [-4.621481, -2.909325, 1.725269], [-7.051677, -2.378573, 1.920454], [-8.112854, -0.876249, 0.281308], [-6.774069, 0.111028, -1.550694], [-0.410265, -1.928721, -4.569370], [0.132624, -1.844402, -3.477327], [-0.136464, -2.511560, -2.439079], [1.332883, -0.849469, -3.302044], [0.995971, 0.073128, -1.738461], [0.252162, 1.634718, -2.395470], [-0.987726, 2.126633, -2.006260], [-1.452122, 3.334750, -2.502031], [-0.686057, 4.066403, -3.391241], [0.556097, 3.590242, -3.774474], [1.020734, 2.385603, -3.280153], [2.600757, 0.727502, -1.234456], [3.714824, 0.694634, -2.045751], [4.936448, 1.223887, -1.656450], [5.055773, 1.796086, -0.379103], [4.012378, 1.835535, 0.485231], [2.660096, 1.358829, 0.113411], [1.463834, -0.231740, -4.189951], [2.209823, -1.485890, -3.146245], [-1.580612, 1.592764, -1.279239], [-2.412001, 3.710029, -2.175669], [-1.054497, 5.006388, -3.782657], [1.171001, 4.161094, -4.457073], [2.002374, 2.033355, -3.563365], [3.626816, 0.231151, -3.019667], [5.785659, 1.188053, -2.323205], [6.013019, 2.190337, -0.065470], [4.123637, 2.263661, 1.471896], [2.232816, 0.703614, 0.896223], [-2.239917, 0.905870, 1.941829], [-0.994696, -0.038598, 2.801446], [-1.797602, -0.662315, 4.066031], [-0.174757, -1.119786, 1.897971], [0.318966, 1.268471, 3.417283], [0.801581, 1.147329, 4.715050], [1.807662, 1.985057, 5.162328], [2.338273, 2.949587, 4.315580], [1.876709, 3.057043, 3.014943], [0.881967, 2.200424, 2.576281], [0.369189, 2.292408, 0.867513], [-0.438829, 3.456551, 0.675915], [1.735236, 2.548244, 0.131633], [-0.154074, 1.027619, 0.432195], [-2.995888, 0.884337, 2.531202], [0.369450, 0.370310, 5.338431], [2.185239, 1.889172, 6.171194], [3.125630, 3.601445, 4.666549], [2.287471, 3.776141, 2.321570]],
  "forces_ev_per_angstrom": [[0.397, -0.870, -1.468], [0.595, -0.059, 0.066], [-0.641, -0.112, -0.073], [0.341, 0.252, 0.790], [1.777, -1.098, 0.173], [-3.494, 0.149, 0.185], [3.126, -1.482, 1.011], [-3.112, 1.224, -0.862], [2.680, 0.480, -0.270], [-1.175, 0.353, -0.441], [0.633, 0.676, -0.329], [-0.261, -0.713, 0.352], [0.281, 0.316, -0.254], [-0.943, -0.375, 0.734], [-0.771, 0.286, -0.040], [-0.088, 0.181, -0.206], [0.237, -0.301, 0.297], [0.258, 0.338, -0.571], [-0.506, -0.100, 0.283], [0.456, -0.401, 0.232], [0.185, -0.046, -0.024], [0.029, 0.114, -0.031], [-0.067, -0.023, -0.016], [-0.051, -0.059, 0.092], [-0.024, -0.011, 0.008], [0.000, 0.046, -0.082], [-0.135, 0.091, 0.043], [0.029, -0.072, 0.135], [-0.019, -0.026, 0.055], [-0.070, 0.027, 0.006], [-0.037, 0.040, -0.036], [-0.420, 0.023, -0.637], [0.952, 0.609, -0.058], [-0.236, -0.026, 1.466], [-0.688, -0.409, 0.236], [1.315, 0.384, -0.683], [-0.242, -0.246, -0.074], [-0.008, -0.055, -0.267], [-0.137, 0.056, -0.098], [-0.192, 0.097, 0.001], [0.164, -0.054, -0.119], [-0.115, 0.077, -0.077], [-0.266, -0.484, 0.622], [0.117, 0.284, 0.106], [0.398, -0.079, -0.512], [-0.161, -0.061, -0.131], [-0.357, -0.051, 0.102], [1.174, -1.514, -0.088], [0.035, 0.002, 0.108], [-0.005, 0.147, 0.038], [0.030, 0.050, 0.063], [-0.065, 0.059, 0.055], [0.011, 0.041, 0.032], [0.032, 0.040, -0.041], [0.073, 0.008, 0.002], [0.061, -0.011, -0.132], [0.064, -0.041, -0.041], [0.126, 0.058, 0.064], [0.068, -0.053, 0.141], [-0.009, 0.210, -0.131], [0.251, 0.001, -0.494], [-0.362, 0.406, 0.798], [-0.350, -0.120, 0.872], [0.609, -0.811, -1.736], [-0.298, -0.446, -0.213], [-0.293, -0.181, 0.025], [0.005, 0.018, 0.022], [-0.046, 0.006, -0.022], [0.102, 0.191, -0.069], [-0.106, -0.046, -0.408], [0.848, 1.334, -0.625], [0.020, 0.109, 0.260], [-1.649, 1.052, 0.658], [-0.043, 0.479, 0.773], [-0.238, -0.112, 0.341], [0.037, 0.144, 0.068], [0.018, -0.029, 0.048], [0.038, 0.062, -0.013], [0.106, 0.061, 0.014]],
  "multiplicity": 2,
  "s_squared": 1.217,
  "homo_lumo_gap_ha": [0.153, 0.153],
  "charge": -1
}



[3]
{
  "formula": "C34H28ClF6O3P2RuS2Sb",
  "method": "the ωB97M-V functional and the def2-TZVPD basis",
  "symbols": ["Ru", "S", "P", "C", "P", "S", "C", "C", "C", "C", "C", "C", "C", "C", "C", "C", "C", "C", "C", "C", "C", "C", "C", "C", "C", "C", "C", "C", "C", "C", "H", "H", "H", "H", "H", "H", "H", "H", "H", "H", "H", "H", "H", "H", "H", "H", "H", "H", "H", "H", "F", "Sb", "F", "F", "F", "F", "F", "C", "C", "C", "C", "Cl", "C", "C", "C", "O", "C", "C", "O", "O", "H", "H", "H", "H", "H", "H", "H", "H"],
  "positions_angstrom": [[-0.272477, 0.194886, -2.049857], [-1.728737, -1.696238, -2.577366], [-1.232691, -2.093381, -0.666916], [-0.862818, -0.458015, -0.240742], [0.288063, 0.156315, 0.903527], [1.360285, 1.267808, -0.356891], [-0.582929, 1.021583, 2.211651], [-1.925855, 0.765360, 2.462869], [-2.562613, 1.417406, 3.509626], [-1.865057, 2.333489, 4.283301], [-0.528752, 2.606147, 4.016196], [0.115128, 1.946870, 2.983003], [1.285654, -1.077364, 1.766951], [0.838028, -1.611404, 2.976568], [1.565756, -2.604329, 3.611749], [2.750606, -3.059241, 3.048829], [3.212763, -2.512732, 1.860736], [2.486023, -1.521700, 1.221131], [0.171619, -3.236441, -0.646587], [0.137267, -4.446604, 0.040190], [1.213611, -5.321905, -0.032553], [2.315506, -5.007378, -0.809525], [2.345078, -3.813114, -1.520063], [1.281553, -2.935526, -1.437103], [-2.536940, -2.821621, 0.330770], [-3.775411, -3.092246, -0.236593], [-4.800034, -3.595802, 0.553611], [-4.592433, -3.809111, 1.906834], [-3.357890, -3.526221, 2.480761], [-2.330643, -3.034589, 1.695097], [-2.477365, 0.075045, 1.835292], [-3.607571, 1.221765, 3.708733], [-2.368020, 2.850004, 5.089869], [0.008371, 3.339590, 4.601661], [1.153879, 2.168257, 2.767101], [-0.072085, -1.239446, 3.431027], [1.217250, -3.012381, 4.550729], [3.322975, -3.830429, 3.546317], [4.142371, -2.858414, 1.429342], [2.847039, -1.085258, 0.298517], [-0.727003, -4.720884, 0.627724], [1.178831, -6.257303, 0.509192], [3.145873, -5.697240, -0.876554], [3.190418, -3.569756, -2.148855], [1.321127, -2.024059, -2.031256], [-3.941365, -2.903815, -1.290071], [-5.762676, -3.811197, 0.111213], [-5.395141, -4.195058, 2.520705], [-3.198670, -3.691124, 3.537809], [-1.366019, -2.823008, 2.140982], [0.618821, -0.684134, -4.228581], [-0.430848, -0.072809, -5.743602], [0.531442, 1.532189, -5.866487], [-1.484635, 0.707801, -4.323781], [-1.441564, -1.649424, -5.566441], [-1.620749, 0.535833, -7.053206], [0.773151, -0.914932, -6.901881], [-0.650138, 5.517444, -0.984563], [0.726949, 5.030103, -0.635290], [1.133821, 5.013657, 0.696551], [2.423250, 4.661747, 1.045061], [2.903573, 4.713205, 2.726100], [3.354080, 4.308496, 0.085122], [2.957245, 4.293149, -1.239104], [1.660978, 4.639976, -1.600092], [1.428552, 4.682669, -2.955550], [0.332918, 3.971313, -3.519809], [0.158769, 2.606784, -2.895071], [-0.836308, 2.364311, -2.154009], [0.996451, 1.690704, -3.114569], [-1.072394, 6.070328, -0.146507], [-1.321075, 4.690839, -1.221255], [-0.616530, 6.185412, -1.845224], [0.437208, 5.317453, 1.467556], [4.364455, 4.050611, 0.367676], [3.646778, 4.017591, -2.024518], [0.603803, 3.825590, -4.565133], [-0.601878, 4.523902, -3.452071]],
  "forces_ev_per_angstrom": [[0.008, 0.584, 0.749], [0.113, 0.038, -0.082], [-0.249, -0.050, -0.051], [0.561, -0.363, -0.341], [-0.169, -0.046, 0.179], [0.132, -0.254, -0.306], [0.059, 0.184, -0.052], [-0.039, -0.012, -0.015], [0.011, 0.015, 0.004], [0.002, 0.012, -0.009], [-0.017, -0.007, -0.026], [0.022, 0.029, 0.012], [-0.050, -0.006, 0.131], [-0.029, 0.002, -0.011], [0.026, -0.004, -0.024], [-0.013, 0.016, 0.008], [0.004, -0.018, -0.013], [-0.016, 0.011, -0.072], [-0.029, -0.136, 0.001], [0.036, 0.059, 0.087], [-0.002, 0.019, -0.008], [-0.007, 0.026, -0.008], [0.004, -0.037, 0.042], [0.027, 0.152, -0.151], [-0.039, 0.065, 0.051], [-0.012, -0.021, -0.040], [0.008, 0.013, 0.003], [0.008, -0.008, 0.013], [-0.029, -0.003, -0.025], [0.005, 0.021, -0.003], [0.023, -0.014, -0.014], [-0.014, -0.006, 0.002], [-0.010, 0.006, 0.015], [0.019, 0.004, 0.024], [0.046, 0.012, -0.007], [-0.014, 0.016, 0.008], [-0.011, -0.008, 0.020], [0.011, -0.022, 0.010], [0.016, -0.001, -0.006], [0.001, 0.001, 0.004], [-0.022, -0.002, 0.014], [-0.008, -0.017, 0.007], [0.019, -0.015, -0.002], [0.015, 0.005, -0.014], [-0.055, -0.091, 0.060], [0.009, 0.004, -0.009], [-0.015, -0.004, -0.013], [-0.012, -0.005, 0.009], [0.005, -0.002, 0.017], [0.022, 0.006, 0.002], [0.211, -0.054, 0.072], [-0.069, -0.044, 0.074], [0.067, 0.090, 0.007], [0.013, 0.032, -0.095], [-0.049, -0.084, 0.008], [-0.027, 0.023, -0.072], [-0.007, -0.023, -0.074], [-0.006, 0.006, -0.019], [0.069, -0.038, -0.063], [-0.037, 0.001, 0.017], [0.071, -0.001, 0.057], [-0.075, -0.070, -0.047], [-0.014, -0.024, 0.014], [-0.050, -0.024, 0.027], [0.024, 0.063, -0.009], [-0.013, 0.131, 0.012], [0.160, -0.010, -0.056], [-0.170, -0.244, 0.042], [-0.336, 0.075, -0.068], [0.004, 0.122, -0.034], [-0.010, -0.013, 0.000], [0.003, -0.042, -0.021], [0.001, 0.012, -0.027], [-0.006, 0.001, 0.007], [0.015, -0.010, 0.010], [0.014, -0.013, -0.023], [-0.116, -0.035, 0.012], [-0.022, 0.024, 0.076]],
  "multiplicity": 5,
  "s_squared": 6.032,
  "homo_lumo_gap_ha": [0.262, 0.243],
  "charge": 0
}



Number 1: E_tot -2685.46829 Eh. Number 2: E_tot -6314.48196 Eh. Number 3: E_tot -4411.89545 Eh.